96
Properties=species:S:1:pos:R:3 method="wB97M-V/def2-TZVPD" max_force_ev_per_a=0.3 total_charge=-1 energy_ev=-63510.7119 homo_ev=-3.421
Sn 0.407 -1.088 -0.570
C -2.721 -1.346 2.295
C -3.569 -0.846 1.118
C -2.842 -0.753 -0.242
N -1.849 -1.794 -0.437
C -2.225 -3.019 -0.700
C -3.581 -3.376 -0.948
C -4.209 -4.594 -1.108
C -3.716 -5.888 -1.022
C -2.382 -6.209 -0.821
C -1.264 -5.402 -0.747
C -1.094 -3.990 -0.839
N 0.076 -3.433 -0.989
C 1.229 -4.284 -1.206
C 2.501 -3.465 -1.378
C 3.041 -2.986 -0.040
N 2.092 -2.124 0.633
C 2.377 -1.645 1.819
C 3.578 -1.998 2.495
C 4.187 -1.510 3.633
C 3.755 -0.569 4.554
C 2.505 0.030 4.527
C 1.456 -0.089 3.638
C 1.325 -0.749 2.387
N 0.258 -0.610 1.631
C -0.789 0.325 2.023
C -1.841 -0.282 2.948
H -2.090 -2.174 1.962
H -3.391 -1.763 3.052
H -3.968 0.148 1.350
H -4.431 -1.507 1.009
H -2.330 0.205 -0.342
H -3.587 -0.747 -1.047
H -4.248 -2.529 -1.021
H -5.276 -4.516 -1.303
H -4.422 -6.704 -1.115
H -2.166 -7.270 -0.731
H -0.339 -5.948 -0.627
H 1.058 -4.917 -2.087
H 1.385 -4.969 -0.359
H 2.308 -2.618 -2.044
H 3.267 -4.076 -1.861
H 4.006 -2.477 -0.172
H 3.243 -3.876 0.575
H 4.166 -2.744 1.981
H 5.164 -1.943 3.830
H 4.421 -0.314 5.369
H 2.296 0.702 5.356
H 0.588 0.483 3.931
H -1.261 0.690 1.113
H -0.374 1.224 2.477
H -2.470 0.537 3.316
H -1.337 -0.710 3.821
C -1.962 5.269 -5.595
C -1.398 4.535 -4.409
C -1.025 5.199 -3.239
C -0.487 4.539 -2.155
C -0.276 3.130 -2.138
N 0.266 2.425 -1.129
C 0.256 2.904 0.137
C -0.860 3.545 0.739
C -0.876 3.959 2.054
C 0.222 3.765 2.893
C 0.194 4.156 4.347
C 1.324 3.130 2.340
C 1.355 2.714 1.015
N 2.579 2.132 0.565
C 3.818 2.594 0.855
C 4.722 1.708 0.325
C 3.920 0.730 -0.286
N 2.632 0.993 -0.142
C -0.621 2.491 -3.358
C -1.166 3.168 -4.435
N -0.423 1.080 -3.521
C -1.382 0.130 -3.485
C -0.807 -1.051 -3.893
C 0.532 -0.700 -4.146
N 0.755 0.588 -3.929
H -2.597 6.101 -5.282
H -2.569 4.608 -6.216
H -1.177 5.685 -6.235
H -1.153 6.277 -3.179
H -0.199 5.112 -1.283
H -1.736 3.696 0.121
H -1.770 4.434 2.448
H -0.546 4.937 4.529
H 1.164 4.533 4.678
H -0.062 3.310 4.993
H 2.188 2.922 2.962
H 3.952 3.520 1.389
H 5.796 1.771 0.359
H 4.221 -0.145 -0.842
H -1.406 2.589 -5.323
H -2.383 0.377 -3.172
H -1.272 -2.020 -3.959
H 1.342 -1.330 -4.483